*w*
Entry from the Open Molecules 2025 dataset: C5H7F in the gas phase (wB97M-V/def2-TZVPD).

- SMILES: C=C[C@H]1C[C@H]1F
- Orbital gap: 0.3545 Eh

Geometry as ORCA input:
```
! wB97M-V def2-TZVPD RIJCOSX def2/J DEFGRID3
* xyz 0 1
C -2.418 -0.024 0.064
C -1.149 -0.476 0.081
C -0.263 0.564 -0.285
C 1.003 1.035 0.574
C 1.311 0.083 -0.460
F 1.357 -1.155 0.059
H -3.209 -0.667 0.427
H -2.821 0.875 -0.590
H -0.919 -1.546 0.360
H -0.600 1.296 -1.152
H 1.345 0.784 1.630
H 1.083 2.170 0.261
H 2.001 0.385 -1.322
*
```

***

*x*
Entry from the Open Molecules 2025 dataset: C5H7F in the gas phase (wB97M-V/def2-TZVPD).

- SMILES: C/C=C/C=C\F
- Orbital gap: 0.3555 Eh

Geometry as ORCA input:
```
! wB97M-V def2-TZVPD RIJCOSX def2/J DEFGRID3
* xyz 0 1
C -2.399 -0.373 0.195
C -0.942 0.040 -0.161
C 0.263 -0.588 -0.363
C 1.472 0.454 -0.164
C 2.780 0.350 -0.064
F 3.235 -0.888 0.168
H -2.497 -1.473 0.356
H -3.013 0.189 -0.820
H -2.721 0.132 1.314
H -0.919 1.265 0.108
H 0.389 -1.823 -0.814
H 0.878 1.470 -0.256
H 3.475 1.246 0.501
*
```

***

*w* (1.641 eV below the next structure)

***

*w*
Entry from the Open Molecules 2025 dataset: C5H7F in the gas phase (wB97M-V/def2-TZVPD).

- SMILES: C=C(C)/C=C/F
- Orbital gap: 0.3644 Eh

Geometry as ORCA input:
```
! wB97M-V def2-TZVPD RIJCOSX def2/J DEFGRID3
* xyz 0 1
C 1.418 -0.691 1.115
C 0.374 -0.256 0.418
C -0.889 0.043 1.166
C 0.327 0.022 -1.081
C -0.583 0.627 -1.904
F -0.206 0.860 -3.163
H 2.418 -0.960 0.650
H 1.325 -0.898 2.125
H -1.265 1.020 1.237
H -0.700 -0.215 2.136
H -1.832 -0.465 0.608
H 1.250 -0.127 -1.497
H -1.635 1.038 -1.811
*
```

***

*x*
Entry from the Open Molecules 2025 dataset: a molecular structure, C5H7F (wB97M-V/def2-TZVPD).

- Orbital gap: 0.3255 Eh

Geometry as ORCA input:
```
! wB97M-V def2-TZVPD RIJCOSX def2/J DEFGRID3
* xyz 0 1
C 2.662 0.932 -0.248
C 1.327 0.699 -0.285
C -0.695 -0.785 0.308
C -2.606 -0.161 -0.066
C 0.740 -0.571 0.121
F 1.484 -1.547 0.560
H 2.991 1.966 -0.554
H 3.419 0.178 -0.350
H 0.532 1.452 -0.378
H -2.937 0.882 0.263
H -1.033 -1.554 1.029
H -3.038 -0.854 0.621
H -2.847 -0.637 -1.023
*
```

***

*w* (2.500 eV below the next structure)

***

*w*
Entry from the Open Molecules 2025 dataset: C4H5NO2 in the gas phase (wB97M-V/def2-TZVPD).

- SMILES: [H]/N=C(\C)[C@@H]1OC1=O
- Orbital gap: 0.4050 Eh

Geometry as ORCA input:
```
! wB97M-V def2-TZVPD RIJCOSX def2/J DEFGRID3
* xyz 0 1
H -1.195 1.699 1.094
N -1.194 1.077 0.283
C -0.108 0.424 0.217
C 1.041 0.479 1.193
C 0.054 -0.533 -0.928
O -0.772 -0.235 -2.142
C -1.065 -1.314 -1.441
O -1.832 -2.223 -1.446
H 1.037 1.426 1.739
H 0.956 -0.336 1.922
H 2.007 0.370 0.691
H 1.069 -0.834 -1.182
*
```

***

*x*
Entry from the Open Molecules 2025 dataset: a molecular structure, C4H5NO2 (wB97M-V/def2-TZVPD).

- Orbital gap: 0.4082 Eh

Geometry as ORCA input:
```
! wB97M-V def2-TZVPD RIJCOSX def2/J DEFGRID3
* xyz 0 1
O 1.510 -1.276 0.250
C 0.928 -0.537 -0.777
C 0.645 0.645 0.148
C -0.852 0.941 0.166
N 0.384 -0.453 1.132
C -0.883 -0.624 0.340
O -0.413 -1.072 -0.911
H 1.409 -0.507 -1.756
H 1.450 1.318 0.441
H -1.364 1.183 -0.758
H -1.113 1.622 0.990
H -1.702 -1.241 0.736
*
```

***

*y*
Entry from the Open Molecules 2025 dataset: a molecular structure, C4H5NO2 (wB97M-V/def2-TZVPD).

- Orbital gap (alpha / beta): 0.3139 / 0.2835 Eh

Geometry as ORCA input:
```
! wB97M-V def2-TZVPD RIJCOSX def2/J DEFGRID3
* xyz 0 1
C -1.680 -1.123 -0.018
C -0.229 1.880 0.112
C -0.336 -1.096 -0.003
C 0.484 0.031 -0.095
N 1.872 0.029 -0.047
O 2.481 1.084 -0.089
O 2.408 -1.072 0.024
H -2.213 -2.053 0.067
H -2.270 -0.229 -0.115
H 0.552 2.603 0.037
H -1.286 1.974 0.054
H 0.217 -2.028 0.074
*
```

***

*z*
Entry from the Open Molecules 2025 dataset: C4H5NO2 in the gas phase (wB97M-V/def2-TZVPD).

- SMILES: C1=NOC2(CC2)O1
- Orbital gap: 0.3566 Eh

Geometry as ORCA input:
```
! wB97M-V def2-TZVPD RIJCOSX def2/J DEFGRID3
* xyz 0 1
C 2.085 -0.447 0.037
N 1.903 0.849 -0.062
O 0.608 1.140 -0.320
C -0.140 -0.090 0.016
C -1.357 0.241 0.760
C -1.277 -0.273 -0.720
O 0.972 -1.114 -0.001
H 3.101 -0.638 0.466
H -1.641 -0.334 1.525
H -1.178 1.505 0.747
H -1.535 0.461 -1.416
H -1.540 -1.300 -1.033
*
```

***

*w* (2.827 eV below the next structure)

***

*w*
Entry from the Open Molecules 2025 dataset: C4H5NO2 in the gas phase (wB97M-V/def2-TZVPD).

- SMILES: O=C[C@H]1CN1C=O
- Orbital gap: 0.3927 Eh

Geometry as ORCA input:
```
! wB97M-V def2-TZVPD RIJCOSX def2/J DEFGRID3
* xyz 0 1
O -2.275 1.128 -1.309
C -1.164 0.759 -1.026
C -0.881 -0.171 0.112
C 0.142 -1.265 -0.156
N 0.406 -0.197 0.728
C 1.451 0.644 1.009
O 2.613 0.317 0.971
H -0.274 1.065 -1.618
H -1.729 -0.387 0.759
H 0.634 -1.281 -1.130
H -0.024 -2.241 0.295
H 1.101 1.629 1.365
*
```

***

*x*
Entry from the Open Molecules 2025 dataset: a molecular structure, C4H5NO2 (wB97M-V/def2-TZVPD).

- Orbital gap: 0.3921 Eh

Geometry as ORCA input:
```
! wB97M-V def2-TZVPD RIJCOSX def2/J DEFGRID3
* xyz 0 1
O -0.911 2.608 -0.212
C -0.471 1.520 -0.054
C -1.082 -0.248 0.423
C -0.131 -1.203 -0.280
N 1.125 -0.852 0.362
C 1.590 0.281 0.029
O 0.968 1.180 -0.766
H -1.123 -0.526 1.496
H -2.048 -0.041 -0.003
H -0.139 -1.024 -1.362
H -0.303 -2.288 -0.130
H 2.525 0.593 0.498
*
```

***

*w* (0.821 eV below the next structure)

***

*w*
Entry from the Open Molecules 2025 dataset: C4H5NO2 in the gas phase (wB97M-V/def2-TZVPD).

- Orbital gap (alpha / beta): 0.2588 / 0.3435 Eh

Geometry as ORCA input:
```
! wB97M-V def2-TZVPD RIJCOSX def2/J DEFGRID3
* xyz 0 1
C -0.175 -0.606 -0.986
C -0.646 -0.097 0.953
C -1.303 -1.153 -0.122
C 0.480 0.411 0.059
N 1.518 1.280 0.036
O 2.219 1.487 -0.930
O 1.697 1.894 1.118
H 0.515 -1.399 -1.154
H -0.367 -0.223 -2.087
H -1.318 0.652 1.376
H -0.404 -0.635 1.849
H -2.216 -1.611 -0.113
*
```

***

*x*
Entry from the Open Molecules 2025 dataset: a molecular structure, C4H5NO2 (wB97M-V/def2-TZVPD).

- Orbital gap (alpha / beta): 0.3008 / 0.2722 Eh

Geometry as ORCA input:
```
! wB97M-V def2-TZVPD RIJCOSX def2/J DEFGRID3
* xyz 0 1
O 1.135 2.153 0.814
C 0.628 1.091 0.537
N 1.190 0.058 -0.192
C 0.558 -1.194 -0.105
C -0.871 -0.620 0.169
O -1.216 -0.440 1.407
C -0.866 0.768 0.594
H 0.196 0.255 -1.608
H 0.812 -1.774 0.780
H 0.619 -1.784 -1.019
H -0.508 0.016 -1.834
H -1.677 1.471 0.456
*
```

***

*x* (1.956 eV below the next structure)

***

*w*
Entry from the Open Molecules 2025 dataset: C4H5NO2 in the gas phase (wB97M-V/def2-TZVPD).

- SMILES: O=C1NC[C@H]2O[C@@H]12
- Orbital gap: 0.3839 Eh

Geometry as ORCA input:
```
! wB97M-V def2-TZVPD RIJCOSX def2/J DEFGRID3
* xyz 0 1
O 1.089 2.183 0.819
C 0.629 1.124 0.483
N 1.334 0.134 -0.264
C 0.487 -1.063 -0.282
C -0.940 -0.533 -0.198
O -1.353 -0.429 1.155
C -0.852 0.740 0.512
H 1.414 0.495 -1.212
H 0.698 -1.644 0.623
H 0.698 -1.694 -1.147
H -1.653 -0.690 -1.002
H -1.560 1.560 0.430
*
```

***

*x*
Entry from the Open Molecules 2025 dataset: C4H5NO2 in the gas phase (wB97M-V/def2-TZVPD).

- SMILES: O=CN1CC=CO1
- Orbital gap: 0.3560 Eh

Geometry as ORCA input:
```
! wB97M-V def2-TZVPD RIJCOSX def2/J DEFGRID3
* xyz 0 1
O -2.436 -0.944 -0.318
C -1.384 -1.385 0.074
N -0.322 -0.597 0.518
C -0.392 0.860 0.342
C 1.032 1.155 -0.034
C 1.596 0.021 -0.423
O 0.854 -1.096 -0.184
H -1.152 -2.456 0.180
H -1.102 1.119 -0.460
H -0.722 1.354 1.261
H 1.501 2.123 -0.010
H 2.526 -0.155 -0.947
*
```

***

*y*
Entry from the Open Molecules 2025 dataset: a molecular structure, C4H5NO2 (wB97M-V/def2-TZVPD).

- Orbital gap: 0.3222 Eh

Geometry as ORCA input:
```
! wB97M-V def2-TZVPD RIJCOSX def2/J DEFGRID3
* xyz 0 1
C 0.525 -0.309 1.073
C -0.578 -0.134 -1.320
C -0.073 0.252 0.009
C -0.913 1.462 -0.335
N 1.252 -1.505 0.957
O 1.678 -2.007 1.969
O 1.434 -1.965 -0.170
H 0.492 0.281 2.044
H 0.163 -0.207 -2.128
H -1.925 1.332 0.003
H -0.565 2.473 -0.501
H -1.490 0.328 -1.600
*
```

***

*z*
Entry from the Open Molecules 2025 dataset: C4H5NO2 in the gas phase (wB97M-V/def2-TZVPD).

- SMILES: C[C@@](O)(C#N)C=O
- Orbital gap: 0.3928 Eh

Geometry as ORCA input:
```
! wB97M-V def2-TZVPD RIJCOSX def2/J DEFGRID3
* xyz 0 1
C 0.483 -0.935 1.116
C 0.069 -0.366 -0.053
O 0.823 -1.240 -0.906
C -1.411 -0.269 -0.124
N -2.478 0.316 -0.011
C 0.533 1.013 -0.480
O 1.032 1.748 0.350
H 1.730 -1.185 0.838
H 0.038 -1.758 1.505
H 0.400 0.030 1.774
H 1.672 -1.262 -0.595
H 0.613 1.236 -1.745
*
```

***

*w* (0.885 eV below the next structure)